6
Properties=species:S:1:pos:R:3 method="wB97M-V/def2-TZVPD" spin_multiplicity=3 homo_lumo_gap_ha="0.261 / 0.253" lumo_ev="4.703 / 2.935" s_squared=2.008 homo_energy_ev="-2.40 / -3.95" total_charge=-1
N 2.0287 0.3105 0.0578
N -0.8289 -0.1248 0.6387
O 2.1594 1.4585 -0.0598
Cl 3.8582 -0.6499 -0.1018
H 0.2064 -0.2235 0.9523
H -0.7022 0.6827 0.1466


35
Properties=species:S:1:pos:R:3 method="wB97M-V/def2-TZVPD" spin_multiplicity=1 homo_lumo_gap_ha=0.358 lumo_ev=0.755 smiles="CC1(C)C(=O)N([Si](C)(C)C)[C@H]1C1CC1" homo_energy_ev=-8.99 total_charge=0
C -1.9514 1.6832 -1.9211
C -1.3920 1.3541 -0.5633
C -2.0560 2.0195 0.6801
C 0.0987 1.7982 -0.4270
O 0.5615 2.9089 -0.4639
N 0.5934 0.5406 -0.2389
Si 2.1279 -0.3158 -0.0160
C 2.3724 -0.5266 1.8066
C 3.4039 0.8330 -0.9165
C 2.1334 -2.0207 -0.8348
C -0.9046 -0.0733 -0.2192
C -1.3955 -0.7815 0.9576
C -2.7049 -1.4656 0.7946
C -1.4817 -2.3262 0.8904
H -2.4392 2.7280 -1.7112
H -2.6566 1.0020 -2.2412
H -1.1699 1.7790 -2.6533
H -1.1290 2.2698 1.2112
H -2.8636 1.3716 1.0346
H -2.4681 3.0482 0.3601
H 3.0120 -1.3799 2.0687
H 2.6289 0.3872 2.3867
H 1.3886 -0.8833 2.2171
H 3.4454 1.9666 -0.8555
H 4.3368 0.4680 -0.8008
H 3.0099 0.4843 -1.8180
H 3.2173 -2.3196 -0.6723
H 1.4152 -2.6608 -0.2549
H 1.9496 -2.2556 -1.8853
H -0.9481 -0.7114 -1.0856
H -1.0512 -0.4053 1.9444
H -3.4321 -1.3878 -0.1283
H -3.2855 -1.3431 1.7176
H -1.2010 -2.9951 1.6448
H -1.1644 -2.7905 -0.0074


10
Properties=species:S:1:pos:R:3 method="wB97M-V/def2-TZVPD" spin_multiplicity=1 homo_lumo_gap_ha=0.305 lumo_ev=-0.187 homo_energy_ev=-8.47 total_charge=0
C -0.4248 0.6316 0.4643
H -0.1958 0.1104 -2.6119
H -1.9376 0.0229 -0.7776
H 1.2994 0.9382 1.5428
H 1.2170 -1.9595 1.0743
N -0.8951 0.1276 -0.6052
N 0.9370 0.3727 0.7229
O -0.2908 -0.5893 -1.5781
S -1.5030 1.3702 1.4551
S 1.7936 -1.0248 0.3135


18
Properties=species:S:1:pos:R:3 method="wB97M-V/def2-TZVPD" spin_multiplicity=2 homo_lumo_gap_ha="0.297 / 0.323" lumo_ev="-5.129 / -6.427" s_squared=0.778 homo_energy_ev="-13.21 / -15.21" total_charge=+1
C -0.5116 -1.8036 0.5359
N -0.3710 0.9450 1.8222
C -0.7855 0.6550 0.6300
C -0.2811 -0.4557 -0.0910
C -0.3131 -0.3711 -1.5295
C -0.4276 0.7851 -2.2253
H 0.0643 -1.8148 1.4764
H -1.5341 -1.8611 0.8964
H -0.1230 -2.6698 0.0154
H 0.6277 0.9738 2.0284
H -0.9093 1.6120 2.3639
H -1.5759 1.2711 0.2061
H -0.1433 -1.2948 -2.0657
H -0.7177 1.6929 -1.7173
H -0.2777 0.8044 -3.2867
H 3.0231 1.0403 0.3569
H 1.7523 0.2306 -0.0108
O 2.5035 0.2606 0.5947


| no. | largest force on an atom (eV/A) |
| --- | --- |
| 1 | 4.21 |
| 2 | 3.84 |
| 3 | 6.94 |
| 4 | 3.07 |